i) 3 unconnected molecules or ions with the total composition C5H12N2O. Source: OMol25; level of theory: wB97M-V/def2-TZVPD.

Last column: Mulliken charge in e.
Geometry (Å):
O  -0.5711  2.4042  2.6636  -0.483
C  -1.2210  1.8811  1.7574  -0.105
C  -1.3938  0.5033  1.4981  -0.043
C  2.4135  0.7439  0.3132  -0.353
C  2.2164  0.2806  -0.9164  -0.611
C  -0.0899  -1.7046  -0.9786  -0.712
N  -0.7754  -0.9326  -1.9231  -0.557
N  -2.2661  0.2761  0.4028  -0.552
H  -1.6402  2.5333  0.9583  0.373
H  -0.7768  -0.3390  1.8059  0.458
H  3.4194  0.6644  0.7672  0.216
H  1.6085  1.1630  0.9025  0.140
H  1.2587  0.4632  -1.4102  0.378
H  3.0342  -0.1590  -1.4971  0.231
H  0.7108  -2.3960  -1.2968  0.424
H  -0.7831  -2.3814  -0.3421  0.299
H  0.3780  -1.1433  -0.1717  0.117
H  -0.7692  -1.4243  -2.8160  0.198
H  -1.7619  -0.0754  -0.4366  0.299
H  -2.9910  -0.3575  0.7196  0.284

## Properties
* charge: 0
* Kohn-Sham gap: 0.1408 Ha
* HOMO: -7.50 eV
* LUMO: -3.667 eV

=====

ii) A single C5H12N2O molecule. Source: OMol25; level of theory: wB97M-V/def2-TZVPD.

Last column: Mulliken charge in e.
Geometry (Å):
C  -1.3437  1.4912  0.2428  -1.351
C  -0.5366  0.6550  1.2152  0.673
C  -0.1365  -0.6869  0.6346  -0.877
C  1.1152  -0.6381  -0.2585  -0.686
C  0.8941  -0.5910  -1.7503  0.541
N  1.9691  -1.0299  -2.4761  -0.380
O  -0.0832  -0.1312  -2.3046  -0.585
N  -1.2708  0.4072  2.4350  -0.626
H  -2.0446  0.8764  -0.3339  0.310
H  -2.0677  2.1533  0.7232  0.385
H  -0.7079  1.9725  -0.4794  0.326
H  0.3678  1.1767  1.4987  0.163
H  -0.9505  -1.0315  -0.0092  0.340
H  0.0591  -1.4340  1.4001  0.347
H  1.7906  -1.4771  -0.0749  0.314
H  1.6896  0.2487  -0.0028  0.303
H  2.7153  -1.5883  -2.1080  0.176
H  2.0812  -0.8368  -3.4554  0.221
H  -1.4924  -0.5638  2.5301  0.207
H  -2.0481  1.0277  2.5735  0.196

## Properties
* charge: 0
* Kohn-Sham gap: 0.3584 Ha
* HOMO: -8.89 eV
* structure (SMILES): C[C@@H](N)CCC(N)=O
* LUMO: 0.857 eV

=====

Which of them is the most stable? Correct choice: ii).

=====

i) A molecular structure, C5H14NO. Source: OMol25; level of theory: wB97M-V/def2-TZVPD.

Last column: Mulliken charge in e.
Geometry (Å):
C  2.5677  -0.6138  0.0176  -1.304
C  -1.5923  -1.2672  0.4394  -0.522
C  -1.5409  1.7813  0.1483  -0.559
C  1.7235  0.4974  -0.6831  -0.271
C  -1.2512  -0.5134  -0.8356  -0.536
N  0.6087  0.9784  0.0834  -0.472
O  -0.5949  0.9126  -0.5209  0.112
H  2.8399  -0.4137  1.0882  0.360
H  2.1763  -1.5549  -0.0298  0.424
H  3.6473  -0.6256  -0.4345  0.329
H  -2.4549  -0.7920  1.0272  0.287
H  -0.4642  -1.0260  1.1300  -0.209
H  -1.6749  -2.2843  0.3747  0.412
H  -1.2226  2.7080  -0.3263  0.321
H  -2.4914  1.3841  -0.1813  0.352
H  -1.3730  1.7012  1.2282  0.299
H  2.3337  1.3665  -0.8670  0.393
H  1.4748  0.3474  -1.7592  0.381
H  -0.5410  -0.8458  -1.5497  0.324
H  -2.0974  -0.1789  -1.4110  0.447
H  0.3797  -0.3664  1.3337  0.435

## Properties
* charge: +1
* Kohn-Sham gap (alpha / beta): 0.3053 / 0.3163 Ha
* HOMO (alpha / beta): -13.48 / -13.80 eV
* LUMO (alpha / beta): -5.174 / -5.190 eV

=====

ii) 2 unconnected molecules or ions with the total composition C5H14NO. Source: OMol25; level of theory: wB97M-V/def2-TZVPD.

Last column: Mulliken charge in e.
Geometry (Å):
C  1.6700  -0.1632  2.3942  -0.781
C  1.6426  -2.0647  0.8565  -0.094
N  1.1544  -0.9682  1.2938  0.091
H  0.8585  0.0292  3.0892  0.317
H  2.0700  0.7713  2.0016  0.325
H  2.4550  -0.7437  2.8717  0.331
H  2.6771  -2.3084  1.0784  0.290
H  0.9631  -2.6853  0.2859  0.259
H  0.2789  -0.7061  0.7218  0.264
C  -1.0148  1.8642  -0.3965  -1.267
C  -0.7303  0.5367  -1.0599  0.717
C  -1.4200  0.3070  -2.3808  -1.537
O  -1.0048  -0.5865  -0.1624  -0.647
H  -0.6162  1.8554  0.6185  0.302
H  -2.1044  1.9494  -0.3192  0.320
H  -0.6235  2.6928  -0.9792  0.369
H  0.3648  0.5179  -1.2042  0.194
H  -1.2930  1.1497  -3.0596  0.377
H  -2.4995  0.1669  -2.2400  0.433
H  -1.0409  -0.5868  -2.8805  0.388
H  -1.7870  -1.0275  -0.5291  0.349

## Properties
* charge: +1
* Kohn-Sham gap: 0.3707 Ha
* HOMO: -14.69 eV
* LUMO: -4.604 eV

=====

iii) 2 unconnected molecules or ions with the total composition C5H14NO. Source: OMol25; level of theory: wB97M-V/def2-TZVPD.

Last column: Mulliken charge in e.
Geometry (Å):
C  -2.3030  -2.2500  0.2048  -1.108
C  -1.4687  -1.4923  1.2504  -0.851
C  -0.0176  -1.1223  0.9356  -0.572
C  0.2186  0.3331  0.6323  0.605
C  1.2795  1.0687  0.8841  -1.084
N  -0.8251  0.9700  -0.2198  -0.234
H  -3.2262  -1.7204  -0.0008  0.296
H  -2.5483  -3.2397  0.5807  0.314
H  -1.6915  -2.4122  -0.6859  0.354
H  -1.4498  -2.0047  2.2164  0.401
H  -1.9695  -0.5899  1.6044  0.560
H  0.6992  -1.3407  1.7194  0.346
H  0.3765  -1.6732  0.0707  0.354
H  1.4559  2.0942  0.5694  0.266
H  2.2142  0.6313  1.2171  0.269
H  -0.7587  0.6358  -1.1899  0.355
H  -0.6608  1.9744  -0.2441  0.376
H  -1.7794  0.7583  0.0696  0.353
H  4.3921  3.8744  -3.2931  0.330
H  3.8043  2.4713  -3.4796  0.318
O  4.2585  3.0337  -2.8419  -0.647

## Properties
* charge: +1
* Kohn-Sham gap: 0.3787 Ha
* HOMO: -13.94 eV
* LUMO: -3.636 eV

=====

iv) 2 unconnected molecules or ions with the total composition C5H14NO. Source: OMol25; level of theory: wB97M-V/def2-TZVPD.

Last column: Mulliken charge in e.
Geometry (Å):
C  2.3838  0.7824  -0.7392  -1.088
C  2.3689  -0.4590  0.2283  -0.447
C  1.1515  -0.2412  1.2218  -0.623
C  -0.0736  0.3437  0.5737  -0.282
C  -1.2430  0.4639  1.2081  -0.436
N  -2.4999  0.4700  0.4676  -0.175
H  1.9586  0.4166  -1.6811  0.285
H  3.3975  1.0395  -1.0557  0.347
H  1.9141  1.6438  -0.2874  0.317
H  3.3105  -0.6042  0.7466  0.346
H  2.0601  -1.3462  -0.3171  0.287
H  1.5552  0.4309  1.9896  0.348
H  0.8394  -1.2054  1.6345  0.362
H  -0.0689  0.4028  -0.5125  0.345
H  -1.2595  0.8325  2.2326  0.418
H  -3.1279  -0.1343  1.0066  0.411
H  -2.4222  -0.0047  -0.4435  0.228
H  -2.9971  1.3385  0.2370  0.379
H  -0.9594  -1.8195  -2.1645  0.308
H  -1.7232  -0.9270  -3.0103  0.328
O  -1.6033  -1.1061  -2.0687  -0.658

## Properties
* charge: +1
* Kohn-Sham gap: 0.3945 Ha
* HOMO: -14.05 eV
* LUMO: -3.312 eV

=====

Which of them is the most stable? Correct choice: ii).

=====

i) A gas-phase ion, CN3O3 (charge -1). Source: OMol25; level of theory: wB97M-V/def2-TZVPD.

Last column: Mulliken charge in e.
Geometry (Å):
C  1.3982  0.5813  -1.0134  0.514
N  1.8803  0.6165  -2.0811  -0.536
N  0.1984  -0.4408  0.9191  -0.440
N  -1.0520  -0.4529  0.7392  1.179
O  -1.6933  0.3963  0.1046  -0.661
O  -1.5387  -1.5024  1.2521  -0.710
O  0.8070  0.8019  0.0795  -0.346

## Properties
* charge: -1
* Kohn-Sham gap: 0.3647 Ha
* HOMO: -5.61 eV
* structure (SMILES): N#CON=[N+]([O-])[O-]
* LUMO: 4.316 eV

=====

ii) A molecular structure, CN3O3. Source: OMol25; level of theory: wB97M-V/def2-TZVPD.

Last column: Mulliken charge in e.
Geometry (Å):
C  1.3409  0.4901  0.0297  0.546
N  2.4523  0.1868  0.0486  -0.623
N  -0.8729  -1.1186  0.0141  0.014
N  -1.2038  0.0675  0.0763  0.784
O  0.2139  1.0551  -0.0990  -0.550
O  -2.2644  0.7191  -0.0188  -0.655
O  0.3340  -1.4000  -0.0509  -0.515

## Properties
* charge: -1
* Kohn-Sham gap (alpha / beta): 0.3073 / 0.3073 Ha
* HOMO (alpha / beta): -4.41 / -4.41 eV
* LUMO (alpha / beta): 3.956 / 3.956 eV

=====

Which of them is the most stable? Correct choice: i).